(1)
{"formula": "C7H12", "method": "wB97M-V/def2-TZVPD", "species": ["C", "C", "C", "C", "C", "C", "C", "H", "H", "H", "H", "H", "H", "H", "H", "H", "H", "H", "H"], "positions_angstrom": [[1.9196, -1.5912, 1.3081], [2.0249, -0.8630, 0.0506], [0.6379, -0.1759, -0.2172], [0.5056, 0.6450, -1.4959], [-0.8670, 1.1534, -1.3753], [-1.9283, 1.2877, -0.8151], [-3.0122, 1.2039, 0.1569], [2.3537, -1.1810, 2.2142], [-0.8432, -0.6105, 1.7159], [1.7524, -2.6645, 1.2955], [2.7828, -0.0692, 0.0770], [2.2245, -1.5220, -0.8055], [0.4435, 0.4350, 0.6669], [-0.1040, -0.9765, -0.1849], [1.2494, 1.4489, -1.5179], [0.6507, 0.0164, -2.3806], [-2.5957, 0.5698, 0.9669], [-3.9091, 0.7186, -0.2399], [-3.2856, 2.1750, 0.5805]], "atomic_forces_ev_per_a": [[0.7, -0.7, 0.6], [-0.7, 0.8, -0.9], [1.0, -0.6, 0.3], [-0.1, 0.0, 0.1], [-0.7, 0.1, 0.2], [0.6, -0.1, -0.4], [0.0, -0.1, 0.2], [-0.2, 0.0, 0.0], [0.1, -0.2, 0.3], [-0.2, 0.2, 0.1], [0.0, -0.2, 0.0], [0.1, 0.1, 0.2], [0.0, 0.2, -0.3], [-0.1, 0.1, -0.3], [-0.1, -0.1, -0.1], [0.0, 0.1, 0.0], [-0.5, 0.3, -0.2], [0.1, 0.1, 0.0], [0.0, -0.1, -0.1]], "lumo_energy_ev": [0.3, -0.7], "homo_lumo_gap_ev": [9.60, 7.47], "homo_ev": [-9.25, -8.13], "e_above_lowest_kj_mol": 640.5}

***

(2)
{"formula": "C18H54O18", "method": "wB97M-V/def2-TZVPD", "species": ["O", "C", "C", "O", "H", "H", "H", "H", "H", "H", "O", "C", "C", "O", "H", "H", "H", "H", "H", "H", "O", "C", "C", "O", "H", "H", "H", "H", "H", "H", "O", "C", "C", "O", "H", "H", "H", "H", "H", "H", "O", "C", "C", "O", "H", "H", "H", "H", "H", "H", "O", "C", "C", "O", "H", "H", "H", "H", "H", "H", "O", "C", "C", "O", "H", "H", "H", "H", "H", "H", "O", "C", "C", "O", "H", "H", "H", "H", "H", "H", "O", "C", "C", "O", "H", "H", "H", "H", "H", "H"], "positions_angstrom": [[-3.1182, 1.8266, 2.5626], [-2.2351, 2.6382, 1.7958], [-2.9308, 3.8640, 1.2644], [-3.4104, 4.7327, 2.2815], [-3.4366, 2.3191, 3.3236], [-1.4109, 2.8722, 2.4805], [-1.8683, 2.0550, 0.9557], [-3.7133, 3.5998, 0.5460], [-2.2345, 4.4667, 0.6682], [-4.3581, 4.6405, 2.3970], [-1.3423, -2.6276, 2.7234], [-1.9104, -3.9059, 2.5681], [-0.8057, -4.9686, 2.4813], [-0.1963, -5.2964, 3.7347], [-0.9050, -2.6124, 3.5813], [-2.6834, -4.2082, 3.2895], [-2.4691, -3.9606, 1.6255], [-0.0181, -4.6677, 1.7803], [-1.2402, -5.8829, 2.0631], [0.0743, -4.4310, 4.0607], [-0.5669, -3.0718, -1.7625], [-1.9229, -2.9715, -1.3879], [-2.8053, -3.8432, -2.2748], [-2.6134, -5.2174, -1.9458], [-0.3753, -4.0210, -1.7822], [-2.0604, -3.2233, -0.3325], [-2.3451, -1.9740, -1.5356], [-2.5198, -3.6264, -3.3126], [-3.8792, -3.6276, -2.2217], [-2.5774, -5.7378, -2.7527], [1.6042, -1.6790, -2.8050], [2.7328, -2.5108, -2.5487], [3.1238, -2.4421, -1.0792], [3.2133, -1.0859, -0.6239], [0.8061, -2.0868, -2.4083], [2.5286, -3.5352, -2.8679], [3.5057, -2.0004, -3.1269], [4.0908, -2.8997, -0.8394], [2.4089, -2.9511, -0.4248], [4.0961, -0.7508, -0.8040], [0.9531, 4.8184, 1.2493], [1.4763, 3.5063, 1.0285], [1.9494, 2.8415, 2.3107], [3.1439, 3.4972, 2.7608], [0.4225, 4.8086, 2.0550], [0.6881, 2.8941, 0.5745], [2.2657, 3.5837, 0.2840], [2.2573, 1.8102, 2.1521], [1.1717, 2.8216, 3.0855], [2.9409, 4.4421, 2.7857], [-0.9383, 7.0469, -2.0153], [-0.2795, 6.0129, -1.2643], [-0.7366, 4.6978, -1.8645], [-0.1048, 4.5338, -3.1273], [-0.6310, 7.8874, -1.6607], [0.7984, 6.1806, -1.2558], [-0.6315, 6.0499, -0.2268], [-1.8252, 4.6812, -1.9695], [-0.4062, 3.8959, -1.1902], [-0.1924, 3.5776, -3.3445], [1.0866, 0.8880, -1.2322], [-0.1986, 0.4485, -0.7533], [-0.0851, -0.3876, 0.4863], [0.3159, 0.3300, 1.6337], [1.6673, 0.1079, -1.1568], [-0.7917, 1.3546, -0.6598], [-0.5920, -0.2386, -1.5156], [0.6240, -1.2070, 0.2965], [-0.9846, -0.9889, 0.6754], [0.9016, -0.2052, 2.1899], [-0.0863, 1.8491, -3.5691], [-1.2511, 1.2732, -4.1167], [-0.8591, 0.0718, -4.9897], [-0.3165, 0.4670, -6.2286], [0.2810, 1.2500, -2.8914], [-1.9775, 0.9370, -3.3732], [-1.7279, 1.9737, -4.7995], [-1.6871, -0.6128, -5.1682], [-0.0945, -0.4985, -4.4484], [0.5665, 0.8270, -6.1133], [1.7973, -1.4368, 3.4214], [2.5777, -2.4954, 2.8322], [3.4055, -3.2636, 3.8650], [2.6164, -3.9451, 4.8415], [1.2955, -1.8850, 4.1063], [1.8840, -3.1822, 2.3262], [3.2110, -2.0988, 2.0396], [4.0948, -2.5690, 4.3531], [4.0226, -4.0062, 3.3574], [1.7498, -3.5425, 4.8769]], "atomic_forces_ev_per_a": [[-0.4, -0.6, -0.4], [-0.4, 0.1, 1.0], [0.3, 0.7, -0.7], [0.0, -0.1, 0.3], [0.2, 0.2, 0.0], [0.3, 0.3, -0.5], [0.0, -0.2, 0.1], [-0.2, -0.2, 0.3], [0.2, -0.2, 0.1], [0.0, -0.1, -0.1], [-0.2, 0.2, 0.3], [0.3, -1.4, -0.8], [-0.5, -0.6, -0.3], [-0.5, 0.6, -0.4], [-0.2, 0.3, 0.0], [0.4, 0.4, 0.5], [0.3, 0.5, -0.1], [-0.2, 0.3, -0.1], [0.1, 0.0, 0.3], [0.3, -0.4, 0.4], [0.1, -0.2, 0.1], [-1.7, -0.2, -0.2], [0.0, -0.2, -0.3], [0.5, 0.0, -0.1], [0.0, 0.1, 0.0], [0.1, 0.0, -0.1], [0.8, 0.3, 0.1], [0.1, -0.2, 0.1], [0.2, 0.3, 0.4], [-0.1, 0.0, 0.0], [-0.4, -0.4, 0.3], [-0.4, 1.1, 0.2], [0.5, 0.1, 0.6], [-0.3, -0.1, 0.1], [0.4, 0.1, -0.2], [0.4, -0.1, -0.1], [0.3, -0.6, -0.2], [-0.1, -0.4, -0.5], [-0.3, 0.2, -0.2], [0.0, 0.1, -0.1], [0.5, 0.2, 0.3], [-1.1, -0.7, 0.0], [1.1, 0.3, -0.4], [-0.4, 0.2, 0.3], [-0.1, -0.1, -0.1], [0.1, -0.1, 0.1], [0.2, 0.1, 0.2], [-0.2, 0.0, -0.3], [-0.1, 0.2, -0.1], [0.1, -0.1, 0.0], [0.3, 0.1, 0.2], [-1.3, 0.3, 0.0], [1.3, 0.1, -0.3], [-0.4, -0.6, 0.1], [-0.1, 0.0, -0.1], [0.0, -0.4, -0.2], [0.1, 0.0, 0.0], [-0.1, 0.1, 0.2], [-0.2, 0.0, 0.1], [0.4, 0.6, 0.0], [-0.4, -0.3, 0.4], [1.1, -0.3, -0.4], [0.2, -1.1, 0.8], [-0.1, 0.4, -0.1], [0.2, 0.3, -0.2], [-0.3, -0.1, 0.1], [-0.5, 0.2, 0.0], [0.3, 0.3, -0.3], [-0.4, 0.6, 0.0], [-0.2, -0.1, -0.1], [-0.3, -0.1, 0.1], [0.1, -1.1, -1.0], [0.7, 0.1, 0.7], [-0.3, -0.1, -0.6], [0.3, 0.4, 0.0], [0.0, 0.2, 0.3], [0.0, 0.4, 0.3], [-0.2, 0.2, -0.2], [-0.1, -0.1, 0.2], [0.0, 0.1, 0.3], [0.6, -0.5, -0.2], [-0.2, -0.6, 0.0], [0.0, 0.4, -0.3], [0.3, 0.0, -0.3], [-0.3, 0.5, 0.2], [0.0, -0.1, 0.1], [0.1, 0.4, 0.3], [-0.1, 0.1, 0.1], [-0.1, -0.1, -0.1], [-0.1, 0.0, 0.3]], "lumo_energy_ev": -0.4, "smiles": "OCCO.OCCO.OCCO.OCCO.OCCO.OCCO.OCCO.OCCO.OCCO", "homo_lumo_gap_ev": 8.63, "homo_ev": -9.00, "e_above_lowest_kj_mol": 132.9}

***

(3)
{"formula": "C40H51BrCdN7OPSSe", "method": "wB97M-V/def2-TZVPD", "species": ["Cd", "C", "C", "C", "C", "C", "Br", "N", "C", "H", "H", "H", "H", "H", "H", "N", "P", "C", "C", "C", "C", "C", "C", "C", "C", "C", "C", "C", "C", "C", "C", "C", "C", "C", "N", "H", "H", "H", "H", "H", "H", "H", "H", "H", "H", "H", "H", "H", "H", "H", "N", "C", "N", "S", "H", "H", "H", "H", "C", "C", "C", "C", "N", "C", "Se", "N", "C", "C", "C", "C", "C", "C", "C", "C", "C", "C", "H", "H", "H", "H", "H", "H", "H", "H", "H", "H", "H", "H", "H", "H", "H", "H", "H", "H", "H", "H", "H", "H", "C", "O", "H", "H", "H", "H"], "positions_angstrom": [[0.3511, -0.4385, -0.0794], [-0.2996, -5.2914, 3.1428], [-0.5640, -3.8178, 3.1022], [-0.9740, -3.1016, 4.2230], [-1.2356, -1.7449, 4.1324], [-1.0588, -1.1511, 2.8951], [-1.4707, 0.6790, 2.6435], [-0.6439, -1.7935, 1.8132], [-0.4105, -3.1014, 1.9250], [-0.2414, -5.6500, 4.1682], [0.6392, -5.5348, 2.6476], [-1.0940, -5.8436, 2.6409], [-1.0962, -3.6054, 5.1729], [-1.5666, -1.1702, 4.9832], [-0.0876, -3.5987, 1.0186], [0.6897, 2.8169, -0.8762], [-0.5108, 1.7769, -1.5052], [-0.5214, 2.2385, -3.2505], [-0.8850, 3.5304, -3.6339], [-0.8474, 3.8935, -4.9692], [-0.4659, 2.9667, -5.9312], [-0.1230, 1.6762, -5.5592], [-0.1479, 1.3146, -4.2198], [-2.0629, 2.4833, -0.8840], [-3.2461, 2.2874, -1.5956], [-4.4495, 2.7542, -1.0892], [-4.4808, 3.4098, 0.1338], [-3.3067, 3.6060, 0.8470], [-2.1015, 3.1457, 0.3401], [1.4969, 2.5795, 0.2178], [2.3879, 3.5778, 0.6453], [3.1346, 3.3623, 1.7744], [2.9986, 2.1588, 2.4738], [2.1296, 1.2260, 1.9737], [1.3917, 1.4159, 0.8615], [0.7811, 3.7414, -1.2799], [-1.2163, 4.2485, -2.8940], [-1.1252, 4.8961, -5.2611], [-0.4418, 3.2530, -6.9732], [0.1642, 0.9537, -6.3099], [0.1167, 0.3083, -3.9244], [-3.2288, 1.7932, -2.5624], [-5.3597, 2.6160, -1.6567], [-5.4175, 3.7835, 0.5232], [-3.3283, 4.1323, 1.7897], [-1.1855, 3.3284, 0.8893], [2.4620, 4.5017, 0.0902], [3.8182, 4.1243, 2.1214], [3.5556, 1.9586, 3.3754], [1.9915, 0.2743, 2.4749], [4.3206, -3.1221, -0.6476], [3.0164, -2.9622, -0.4119], [2.1614, -3.7339, -1.0893], [2.5269, -1.8182, 0.7473], [4.6798, -3.8956, -1.1829], [4.9745, -2.5662, -0.1217], [2.4745, -4.4207, -1.7561], [1.1803, -3.7095, -0.8628], [-4.0211, -3.1599, -6.8986], [-3.6405, -3.6052, -5.4930], [-2.2575, -3.1220, -5.0619], [-2.1736, -1.6348, -4.7411], [-2.9301, -1.2784, -3.5382], [-2.5182, -1.4564, -2.2721], [-0.8356, -2.1746, -1.8390], [-3.4936, -1.0799, -1.4331], [-3.4516, -1.1627, 0.0241], [-3.6823, -2.5765, 0.5393], [-5.0889, -3.1210, 0.3050], [-6.1289, -2.5001, 1.2269], [-4.5884, -0.6629, -2.1816], [-5.8419, -0.1919, -1.8040], [-6.7039, 0.1593, -2.8216], [-6.3317, 0.0572, -4.1710], [-5.0895, -0.4102, -4.5460], [-4.2244, -0.7755, -3.5195], [-5.0078, -3.5254, -7.1763], [-3.3090, -3.5412, -7.6300], [-4.0398, -2.0751, -7.0046], [-3.6576, -4.6954, -5.4495], [-4.3913, -3.2734, -4.7697], [-1.5371, -3.3214, -5.8599], [-1.9108, -3.6793, -4.1870], [-2.5717, -1.0187, -5.5473], [-1.1427, -1.3243, -4.5696], [-4.1987, -0.4612, 0.3963], [-2.4763, -0.7854, 0.3369], [-3.4753, -2.5611, 1.6143], [-2.9300, -3.2304, 0.0867], [-5.0761, -4.2012, 0.4584], [-5.3721, -2.9791, -0.7425], [-5.8899, -2.7032, 2.2712], [-7.1225, -2.8991, 1.0321], [-6.1912, -1.4179, 1.1170], [-6.1343, -0.1014, -0.7705], [-7.6908, 0.5229, -2.5754], [-7.0390, 0.3441, -4.9345], [-4.8174, -0.4956, -5.5855], [3.2754, 0.0761, -2.4224], [1.9665, -0.3934, -2.1156], [3.9333, -0.7461, -2.7125], [3.6612, 0.5297, -1.5112], [3.2458, 0.8263, -3.2143], [1.5966, -0.9031, -2.8468]], "atomic_forces_ev_per_a": [[0.0, -0.4, -0.3], [0.0, -0.1, 0.0], [0.0, 0.1, 0.0], [0.0, 0.0, 0.0], [0.0, 0.0, -0.2], [-0.1, 0.0, 0.0], [0.0, 0.0, 0.1], [0.1, 0.4, 0.2], [0.0, 0.0, 0.0], [0.0, 0.0, 0.0], [0.0, 0.0, 0.0], [0.0, 0.0, 0.0], [0.0, 0.0, 0.0], [0.0, 0.0, 0.0], [0.0, 0.0, 0.0], [0.0, 0.1, -0.2], [0.0, 0.0, 0.4], [0.0, 0.0, 0.0], [0.0, 0.0, 0.0], [0.0, 0.0, 0.0], [0.0, 0.0, 0.0], [0.0, 0.0, 0.0], [0.0, 0.0, 0.0], [0.0, 0.1, -0.1], [0.0, 0.0, 0.0], [0.0, 0.0, 0.0], [0.0, 0.0, 0.0], [0.0, 0.0, 0.0], [0.0, 0.0, 0.0], [0.0, 0.1, 0.1], [-0.1, -0.1, 0.0], [0.0, -0.1, 0.1], [0.0, 0.0, -0.1], [0.0, 0.0, 0.1], [0.0, 0.1, 0.0], [0.0, -0.1, 0.1], [0.0, 0.0, 0.0], [0.0, 0.0, 0.0], [0.0, 0.0, 0.0], [0.0, 0.0, 0.0], [0.0, 0.0, 0.1], [0.0, 0.0, 0.0], [0.0, 0.0, 0.0], [0.0, 0.0, 0.0], [0.0, 0.0, 0.1], [0.0, 0.0, 0.0], [0.0, 0.0, 0.0], [0.0, 0.0, 0.0], [0.0, 0.0, 0.0], [0.0, 0.0, 0.0], [-0.1, 0.0, 0.0], [0.1, 0.0, 0.1], [0.0, 0.1, 0.0], [0.0, -0.1, 0.0], [0.0, 0.0, 0.0], [0.0, 0.0, 0.0], [0.0, 0.0, 0.0], [0.1, 0.0, 0.0], [0.0, 0.0, 0.0], [0.0, 0.0, 0.0], [0.1, 0.0, 0.0], [0.0, 0.1, 0.0], [0.0, 0.0, 0.0], [0.4, -0.1, 0.0], [0.0, 0.0, 0.0], [-0.1, -0.1, -0.1], [0.1, 0.1, 0.0], [0.1, 0.0, 0.1], [0.0, 0.0, -0.1], [0.0, 0.0, 0.0], [-0.1, 0.1, -0.1], [0.1, -0.1, -0.1], [0.0, 0.0, -0.1], [0.0, 0.0, 0.1], [0.0, 0.0, 0.1], [-0.1, 0.0, 0.0], [0.0, 0.0, 0.0], [0.0, 0.0, 0.0], [0.0, 0.1, 0.0], [0.0, 0.0, 0.0], [0.0, 0.0, 0.0], [0.0, 0.0, 0.0], [0.0, 0.0, 0.0], [0.0, 0.0, 0.0], [-0.1, -0.1, 0.0], [0.0, 0.0, 0.0], [-0.1, -0.1, 0.0], [0.0, 0.0, 0.0], [-0.1, 0.0, 0.0], [0.0, 0.0, 0.0], [0.0, 0.0, 0.0], [0.0, 0.0, 0.0], [0.0, 0.0, 0.0], [0.0, 0.1, 0.0], [0.0, 0.0, 0.1], [0.0, 0.0, 0.0], [0.0, 0.0, 0.0], [0.0, 0.0, -0.1], [0.1, 0.1, 0.0], [-0.3, -0.1, 0.0], [0.0, 0.0, 0.0], [0.0, 0.0, 0.0], [0.0, 0.0, 0.0], [0.1, 0.1, 0.0]], "lumo_energy_ev": -4.2, "homo_lumo_gap_ev": 8.58, "charge": 2, "homo_ev": -12.78, "e_above_lowest_kj_mol": 53.6}

***

(4)
{"formula": "C21H23CaNS4", "method": "wB97M-V/def2-TZVPD", "species": ["Ca", "C", "C", "C", "C", "C", "C", "C", "C", "C", "C", "H", "H", "H", "H", "H", "H", "H", "H", "H", "H", "H", "H", "H", "H", "H", "S", "C", "S", "S", "C", "C", "C", "C", "C", "C", "C", "C", "C", "S", "C", "N", "H", "H", "H", "H", "H", "H", "H", "H"], "positions_angstrom": [[-0.0713, 1.6778, -0.0612], [1.0368, -0.8847, 2.1027], [1.3845, 0.4137, 2.5342], [0.1920, 1.1726, 2.6304], [-0.8925, 0.3280, 2.2710], [-0.3679, -0.9372, 1.9348], [-1.1292, -2.1260, 1.4164], [-2.3412, 0.7001, 2.4557], [0.0446, 2.5230, 3.2909], [2.7670, 0.9245, 2.8356], [1.9702, -2.0298, 1.8280], [-2.2015, -1.9207, 1.3738], [-0.9884, -3.0145, 2.0450], [-0.8207, -2.4054, 0.4005], [-2.5439, 1.7365, 2.1719], [-2.6494, 0.5949, 3.5069], [-3.0049, 0.0856, 1.8467], [-0.3090, 3.3189, 2.6265], [1.0031, 2.8651, 3.6855], [-0.6609, 2.4722, 4.1310], [2.9151, 1.9318, 2.4398], [3.5347, 0.2850, 2.3889], [2.9753, 0.9641, 3.9129], [1.6779, -2.5814, 0.9251], [1.9941, -2.7600, 2.6481], [2.9989, -1.6884, 1.6766], [2.6353, 5.4586, -1.9153], [1.6801, 4.1860, -1.3445], [1.4366, 2.7327, -2.2748], [1.0123, 4.2170, 0.2721], [2.1727, -0.5162, -0.9266], [0.9961, -0.8858, -1.7815], [1.1385, -1.8782, -2.7808], [0.0979, -2.1453, -3.6060], [-1.1198, -1.4435, -3.4696], [-2.2087, -1.6945, -4.3342], [-3.3630, -0.9891, -4.1541], [-3.4717, -0.0377, -3.1249], [-2.4424, 0.2528, -2.2373], [-2.6946, 1.4256, -0.9712], [-1.2108, -0.4810, -2.4327], [-0.1366, -0.2343, -1.6053], [2.9631, -1.2616, -0.9988], [1.8853, -0.4215, 0.1242], [2.5610, 0.4492, -1.2680], [2.0797, -2.4034, -2.8732], [0.1836, -2.8980, -4.3833], [-2.1035, -2.4298, -5.1237], [-4.2085, -1.1592, -4.8126], [-4.3959, 0.5115, -2.9956]], "atomic_forces_ev_per_a": [[0.3, 0.1, 0.1], [-0.1, 0.0, 0.0], [0.0, 0.1, -0.2], [-0.1, 0.0, 0.3], [-0.1, 0.1, 0.1], [0.0, 0.1, -0.2], [0.0, 0.0, 0.0], [0.1, -0.1, 0.0], [0.0, -0.1, 0.0], [0.0, 0.0, 0.0], [0.0, -0.1, 0.1], [0.0, 0.0, 0.0], [0.0, 0.0, 0.0], [0.0, 0.0, 0.0], [0.0, 0.0, 0.0], [0.0, 0.0, 0.0], [0.0, 0.0, 0.0], [0.0, 0.0, 0.0], [0.0, 0.0, 0.0], [0.0, 0.0, 0.0], [0.0, 0.0, 0.0], [0.0, 0.0, 0.0], [0.0, 0.0, 0.0], [0.0, 0.0, 0.1], [0.0, 0.0, 0.0], [0.0, 0.0, 0.0], [-0.3, -0.1, 0.0], [0.5, -0.1, 0.1], [-0.2, 0.2, 0.2], [-0.1, 0.1, -0.1], [-0.1, 0.1, -0.1], [-0.1, 0.1, 0.1], [0.1, 0.0, 0.1], [-0.1, -0.1, -0.1], [0.0, 0.0, 0.1], [0.1, 0.0, 0.0], [-0.1, 0.1, 0.1], [0.0, 0.0, 0.0], [0.1, 0.0, 0.0], [0.0, -0.2, -0.2], [0.2, 0.1, 0.2], [-0.1, -0.4, -0.5], [0.0, 0.0, 0.0], [0.0, 0.1, -0.2], [0.0, 0.0, 0.0], [0.0, 0.0, 0.0], [0.0, 0.0, 0.0], [0.0, 0.0, 0.0], [0.0, 0.0, 0.0], [0.0, 0.0, 0.0]], "lumo_energy_ev": 4.5, "homo_lumo_gap_ev": 5.46, "charge": -2, "homo_ev": -0.91, "e_above_lowest_kj_mol": 22.0}